A) Formula: C10H20CuN2PS
Source: the Open Molecules 2025 dataset
Level of theory: ωB97M-V/def2-TZVPD

Last column: Mulliken charge in e.
CARTESIAN COORDINATES (ANGSTROEM)
C (-0.307, 2.267, 0.184)  -0.700
H (0.691, -2.688, -1.423)  0.059
H (-2.473, -4.854, 4.434)  0.324
H (2.868, 1.174, 0.593)  0.344
H (1.789, 2.256, 2.821)  0.377
H (1.052, 1.409, -1.425)  0.766
H (-3.480, -3.945, -2.176)  0.324
H (-3.273, -5.570, -1.473)  0.366
H (-2.066, -4.646, 0.477)  0.212
C (-3.411, -4.510, -1.236)  -1.259
H (-1.933, -5.623, 2.915)  0.304
C (-2.253, -4.006, -0.398)  -0.256
C (-3.241, -3.904, 2.646)  -0.378
H (-3.959, -3.337, 3.258)  0.368
H (1.549, -0.901, -2.295)  0.087
C (1.867, 1.583, 0.681)  -0.901
H (-2.645, -1.952, -0.666)  0.263
Cu (-0.683, -0.035, -0.470)  -0.363
C (-0.005, 2.625, 1.529)  -0.664
H (-0.388, -1.589, -3.002)  0.032
C (-2.163, -2.159, 1.260)  -0.150
N (-2.602, -2.649, 0.084)  -0.021
H (-1.181, 2.552, -0.396)  0.452
P (0.309, -1.365, -1.788)  0.076
N (-2.091, -3.022, 2.311)  -0.180
H (-3.747, -4.187, 1.713)  0.212
C (0.863, 1.596, -0.373)  -0.139
H (-0.657, 3.191, 2.193)  0.358
C (-2.769, -5.124, 3.417)  -1.175
H (-1.320, -3.947, -0.987)  0.189
H (-1.695, -2.584, 3.143)  0.306
C (1.317, 2.181, 1.840)  -0.406
S (-1.779, -0.508, 1.407)  -0.488
H (-4.360, -4.399, -0.691)  0.312
H (-3.590, -5.843, 3.492)  0.349

Values from the calculation:
<S²>: 0.755
Molecular weight: 294.9 g mol⁻¹
Total charge: -1
2S+1: 2
LUMO energy (spin up / spin down): 3.12 / 3.02 eV

---

B) Formula: C10H20CuN2PS
Source: the Open Molecules 2025 dataset
Level of theory: ωB97M-V/def2-TZVPD

Last column: Mulliken charge in e.
CARTESIAN COORDINATES (ANGSTROEM)
N (-1.208, -0.918, 1.935)  -0.058
H (-0.138, 2.347, -4.688)  0.552
H (-1.420, -0.038, -4.428)  0.346
H (2.385, 2.755, -2.488)  0.067
H (0.162, -0.359, 4.236)  0.245
H (2.733, 0.628, -2.179)  0.066
H (1.529, -0.736, 2.353)  0.124
C (-2.472, 0.991, -2.713)  -0.929
H (3.050, -2.407, 0.237)  0.368
C (-0.590, -0.684, 0.660)  -0.099
H (2.581, -0.113, 1.077)  0.310
C (-0.892, 2.104, -3.936)  -0.887
C (-1.587, 0.858, -3.830)  -0.346
Cu (-0.366, 1.253, -1.891)  -0.259
H (-3.100, 2.808, -1.481)  0.335
C (2.636, -2.258, 1.257)  -1.227
H (-3.158, 0.221, -2.352)  0.663
H (3.476, -2.244, 1.983)  0.328
H (-2.158, -0.541, 2.075)  0.235
S (-1.594, -0.287, -0.560)  -0.647
C (-1.511, 3.073, -3.020)  -0.500
H (1.971, -3.112, 1.497)  0.260
H (2.390, 1.933, -0.469)  0.037
H (-1.576, -0.703, 4.598)  0.332
N (0.793, -0.923, 0.363)  0.100
C (-0.608, -1.155, 4.294)  -1.089
C (-2.475, 2.394, -2.274)  -0.054
H (0.167, -2.374, 2.667)  0.095
C (1.878, -0.936, 1.325)  -0.355
H (-0.305, -1.896, 5.064)  0.323
H (1.066, -0.967, -0.630)  0.169
C (-0.760, -1.854, 2.949)  -0.385
P (1.862, 1.661, -1.754)  0.137
H (-1.531, -2.648, 3.053)  0.344
H (-1.231, 4.124, -2.927)  0.402

Values from the calculation:
<S²>: 0.755
Molecular weight: 294.9 g mol⁻¹
Total charge: -1
2S+1: 2
LUMO energy (spin up / spin down): 3.26 / 3.16 eV

---

Short version: A), B), most stable first.

---

A) Formula: C6H6N2O3S
Source: the Open Molecules 2025 dataset
Level of theory: ωB97M-V/def2-TZVPD

Last column: Mulliken charge in e.
CARTESIAN COORDINATES (ANGSTROEM)
C (0.118, 0.608, 0.736)  0.621
C (-1.000, -0.348, -2.291)  -0.144
N (1.083, 0.182, -0.126)  -0.189
C (1.321, -0.370, -1.450)  -0.171
H (2.346, -0.533, -1.739)  0.338
H (-1.786, 1.413, 0.350)  0.346
O (0.150, 1.059, 1.925)  -0.410
H (1.954, -0.015, 0.349)  0.233
O (-1.193, -0.356, 4.033)  -0.476
H (-1.710, -0.535, -3.107)  0.269
C (0.371, -0.668, -2.392)  -0.341
H (-2.657, 0.459, -1.256)  0.298
S (0.187, -0.770, 3.999)  0.343
N (0.920, 0.045, 2.954)  0.630
C (-1.090, 0.732, -0.039)  -0.514
C (-1.602, 0.294, -1.300)  -0.386
H (0.464, -1.163, -3.452)  0.187
O (2.123, -0.034, 2.806)  -0.635

Values from the calculation:
Molecular weight: 186.2 g mol⁻¹
LUMO energy (spin up / spin down): -0.64 / -0.99 eV

---

B) Formula: C6H6N2O3S
Source: the Open Molecules 2025 dataset
Level of theory: ωB97M-V/def2-TZVPD

Last column: Mulliken charge in e.
CARTESIAN COORDINATES (ANGSTROEM)
H (-2.030, -0.561, -2.707)  0.384
O (1.244, -2.703, 0.503)  -0.573
H (-0.901, -1.979, -0.990)  0.398
C (0.639, 0.964, -0.371)  -0.241
N (0.022, -1.463, 2.254)  -0.454
H (1.380, 1.371, 0.301)  0.298
O (0.770, 0.722, 2.681)  -0.541
C (-0.669, -0.932, -1.106)  -0.544
C (-0.936, 1.199, -2.167)  -0.390
O (-0.588, -0.173, 4.107)  -0.557
C (0.277, -0.364, -0.274)  0.649
H (-1.424, 1.820, -2.904)  0.378
S (0.952, -1.402, 1.018)  0.679
C (0.026, 1.750, -1.335)  -0.615
H (2.159, -0.759, 1.353)  0.202
N (0.066, -0.137, 3.131)  1.064
C (-1.281, -0.139, -2.061)  -0.510
H (0.294, 2.790, -1.430)  0.375

Values from the calculation:
SMILES: O=[N+]([O-])N=[S@@H](=O)c1ccccc1
Molecular weight: 186.2 g mol⁻¹
LUMO energy: 0.22 eV

---

Short version: B), A), most stable first.

---

A) Formula: C2H3Br
Source: the Open Molecules 2025 dataset
Level of theory: ωB97M-V/def2-TZVPD

Last column: Mulliken charge in e.
CARTESIAN COORDINATES (ANGSTROEM)
H (2.356, -0.822, -0.341)  0.384
H (0.057, 1.403, -0.103)  0.381
C (1.536, -0.195, -0.327)  -0.325
H (-2.414, 0.022, -0.466)  0.194
Br (-3.759, 0.027, -0.023)  -0.201
C (0.876, 0.769, -0.116)  -0.434

Values from the calculation:
SMILES: C#C.Br
Molecular weight: 106.9 g mol⁻¹
LUMO energy: 0.84 eV

---

B) Formula: C2H3Br
Source: the Open Molecules 2025 dataset
Level of theory: ωB97M-V/def2-TZVPD

Last column: Mulliken charge in e.
CARTESIAN COORDINATES (ANGSTROEM)
H (-0.366, 0.031, 1.833)  0.387
C (0.135, 0.295, -0.306)  -0.280
H (-0.154, -0.658, -0.734)  0.242
Br (0.370, 2.836, 1.677)  -0.251
C (0.019, 0.506, 0.961)  -0.353
H (0.528, 1.017, -1.007)  0.254

Values from the calculation:
Molecular weight: 106.9 g mol⁻¹
LUMO energy: -0.88 eV

---

Short version: B), A), most stable first.